60
Properties=species:S:1:pos:R:3:forces:R:3:lowdin_spin:R:1 method="wB97M-V/def2-TZVPD" multiplicity=4 total_charge=+2 e_homo_ha="-0.50793 / -0.50795" orbital_gap_ev="5.117 / 4.668" lumo_ev="-8.704 / -9.154"
Re -0.279697 -0.195187 -0.401943 0.699 -1.683 -0.756 2.203
I 1.111413 -1.920462 -1.787750 -0.308 0.801 0.477 0.287
O -0.879983 -0.195998 3.309144 0.340 -1.630 -1.586 0.049
O -2.376463 -2.501213 -0.135676 1.494 0.779 0.624 0.015
N -1.178274 1.437531 0.401436 -1.273 1.561 0.624 0.026
N 1.159075 1.218935 -0.409285 1.540 1.062 0.384 0.002
N -1.032047 -1.084315 1.139730 0.085 0.004 0.594 0.140
N -1.047491 -3.261294 1.659410 -0.891 0.352 -2.363 0.014
C 0.693516 -2.862920 3.346549 0.625 0.020 0.593 -0.001
C 3.398863 -2.944793 4.040315 -0.162 0.208 -0.156 0.000
C 1.654858 -2.362820 2.476999 0.558 0.033 0.060 0.000
C -0.740992 -2.644577 2.938696 -0.369 -0.726 0.521 0.001
C -3.680237 -3.053690 5.357156 0.125 0.057 -0.103 0.000
C 3.025959 3.322556 -0.666379 -0.004 -0.261 -0.167 0.025
C 1.779588 3.557273 -0.102513 -1.086 -0.534 0.206 0.002
C -1.735701 -4.610683 4.106344 -0.287 -0.013 0.062 0.001
C 1.080246 -3.414328 4.573220 0.165 0.104 -0.209 0.000
C -3.673915 -4.437375 5.535147 0.108 0.003 -0.120 0.000
C -2.316576 3.619261 1.708569 -0.349 -0.440 -0.079 0.032
C 3.003672 -2.355271 2.832894 -0.333 -0.188 -0.060 0.000
C 2.454231 0.986609 -0.816786 -0.116 0.143 -0.321 0.030
C -0.470745 2.608801 0.530889 -2.276 -0.174 0.928 0.023
C -2.726301 -2.434907 4.535158 -0.048 -0.316 0.097 0.000
C -2.726563 -3.497031 -2.700235 -0.171 -0.373 -0.340 0.005
C 2.440289 -3.485441 4.896780 -0.186 0.028 -0.181 0.000
C 0.848771 2.509220 -0.005621 1.735 -0.238 -0.618 0.020
C -0.861650 -1.164613 2.572163 -0.349 2.206 1.558 0.020
C -2.705531 -5.226201 4.899244 0.259 0.382 -0.159 0.000
C -1.035136 3.712022 1.189105 1.010 -0.509 -0.713 0.001
C -1.567374 -2.350269 0.771430 -0.245 -1.747 0.189 0.013
C -2.453772 1.347459 0.883807 0.781 0.589 -0.079 0.040
C -1.252734 -3.748510 -2.954992 0.053 -0.413 0.282 0.023
C -1.759085 -3.217843 3.918684 -0.122 0.167 0.249 0.000
C 3.356959 2.014444 -1.036314 -0.151 -0.090 0.244 -0.003
C -3.026981 2.418284 1.554261 -0.024 0.011 -0.066 -0.005
H -4.421445 -4.917489 6.165581 0.163 0.192 -0.149 0.000
H 0.334038 -3.799917 5.267363 0.264 0.175 -0.177 0.000
H -2.680370 -6.311563 5.011291 -0.109 0.367 0.079 0.000
H -0.659662 -3.462446 -2.072275 -0.599 -0.450 -0.350 0.012
H 1.455715 4.538079 0.255014 0.368 -0.302 -0.254 0.000
H -2.718256 -1.355114 4.374729 -0.144 -0.341 0.235 0.000
H 3.732253 4.138216 -0.815629 -0.165 -0.192 0.067 0.001
H -0.881918 -3.188479 -3.812788 0.050 -0.006 -0.084 0.002
H 2.737295 -3.963164 5.829857 -0.027 0.189 -0.233 0.000
H -0.955963 -5.219815 3.631117 -0.326 0.224 0.193 0.000
H -4.028403 2.288942 1.958177 0.194 0.162 -0.102 0.000
H -1.437940 -4.196545 1.589635 0.050 0.168 0.351 0.001
H 2.715009 -0.056277 -1.013592 -0.068 0.731 0.062 0.010
H -4.426860 -2.432693 5.851623 0.148 -0.249 -0.095 0.000
H -2.770218 4.471105 2.215647 0.136 -0.276 -0.082 0.001
H 1.314412 -1.977827 1.509871 0.407 -0.079 0.263 0.002
H -2.926613 -2.435081 -2.556539 -0.122 -0.063 0.015 0.001
H -1.043150 -4.810964 -3.116921 -0.058 0.141 -0.107 0.001
H 4.317821 1.770678 -1.488768 -0.211 0.081 0.272 0.000
H -0.410441 4.603431 1.261502 -0.499 -0.125 0.175 0.000
H -3.049685 -4.045756 -1.814578 -0.084 0.171 -0.151 0.000
H 4.451230 -2.961237 4.313838 -0.212 -0.033 -0.041 0.000
H -2.944016 0.387640 0.710304 -0.036 0.458 0.219 0.004
H -3.323173 -3.851117 -3.545896 0.058 0.125 0.059 0.002
H 3.723640 -1.895365 2.157036 -0.009 -0.242 0.221 0.000